1.
Density functional theory data (ωB97M-V with the def2-TZVPD basis set) for C44H44ClN8O4Re as an isolated structure.

Last column: Löwdin spin population.
Element x y z (Å)
Re1 0.04 0.55 0.08  0.812
Cl1 0.13 2.25 7.14  0.003
C1 0.02 2.24 5.41  0.009
C2 -1.05 2.87 4.78  -0.002
C3 -1.15 2.86 3.41  0.009
C4 -0.21 2.19 2.61  0.001
O1 -0.38 2.19 1.31  0.046
C5 0.88 1.58 3.26  0.010
C6 1.99 1.07 2.50  0.000
N1 1.90 0.72 1.27  0.010
C7 3.07 0.45 0.52  -0.004
C8 4.26 -0.01 1.01  0.008
C9 5.39 -0.11 0.16  -0.003
C10 5.31 0.27 -1.15  0.007
C11 4.08 0.71 -1.69  -0.001
C12 3.91 1.10 -3.04  0.016
C13 2.67 1.43 -3.49  -0.003
C14 1.57 1.34 -2.61  0.018
N2 1.69 1.04 -1.33  -0.007
C15 2.94 0.74 -0.86  0.000
C16 1.00 1.63 4.66  -0.003
H1 -1.79 3.38 5.38  0.000
H2 -1.97 3.37 2.92  0.000
H3 2.96 1.06 2.99  0.000
H4 4.35 -0.30 2.05  0.001
H5 6.32 -0.48 0.57  0.000
H6 6.17 0.22 -1.79  0.000
H7 4.77 1.11 -3.70  0.001
H8 2.49 1.72 -4.51  -0.001
H9 0.57 1.52 -2.98  0.000
H10 1.86 1.19 5.15  0.000
C17 -3.15 -2.18 -1.26  -0.001
C18 -3.83 -1.43 -2.21  0.000
C19 -3.43 -0.14 -2.46  0.000
C20 -2.34 0.40 -1.76  0.004
C21 -1.61 -0.35 -0.82  -0.004
C22 -2.07 -1.65 -0.58  0.000
C23 -1.88 1.76 -1.91  0.001
C24 -2.53 2.69 -2.76  0.000
C25 -2.07 3.96 -2.83  -0.002
C26 -0.93 4.33 -2.08  0.000
C27 -0.40 5.64 -2.18  -0.001
C28 0.73 6.00 -1.51  0.000
C29 1.37 5.03 -0.71  0.000
C30 0.88 3.76 -0.58  0.003
C31 -0.30 3.37 -1.25  0.002
N3 -0.82 2.08 -1.16  0.003
H11 -3.47 -3.20 -1.04  0.000
H12 -4.67 -1.86 -2.75  0.000
H13 -3.96 0.45 -3.19  0.000
H14 -1.57 -2.26 0.16  0.000
H15 -3.39 2.38 -3.32  0.000
H16 -2.55 4.70 -3.45  0.000
H17 -0.92 6.35 -2.82  0.000
H18 1.13 7.00 -1.59  0.000
H19 2.28 5.30 -0.17  0.000
H20 1.40 3.07 0.06  0.001
C32 3.00 -2.46 -3.78  0.000
C33 1.74 -3.29 -3.63  0.000
C34 1.15 -3.27 -2.22  0.000
C35 -0.14 -4.15 -2.21  0.000
C36 -0.56 -4.74 -0.87  0.000
C37 2.12 -3.90 -1.26  0.000
O2 2.79 -4.87 -1.51  0.000
N4 2.14 -3.32 -0.01  0.001
C38 1.46 -2.20 0.41  0.002
O3 1.48 -1.94 1.61  0.004
N5 0.83 -1.41 -0.52  0.007
C39 0.75 -1.84 -1.84  0.002
O4 0.30 -1.11 -2.69  0.011
H21 3.41 -2.55 -4.79  0.000
H22 3.78 -2.79 -3.09  0.000
H23 2.80 -1.41 -3.60  0.000
H24 1.95 -4.34 -3.87  0.000
H25 0.97 -2.95 -4.32  0.000
H26 0.05 -4.97 -2.91  0.000
H27 -0.94 -3.54 -2.64  0.000
H28 0.16 -5.47 -0.52  0.000
H29 -1.52 -5.25 -0.98  0.000
H30 -0.68 -3.98 -0.10  0.000
H31 2.65 -3.81 0.72  0.000
C40 -2.87 -1.11 4.58  0.001
N6 -2.03 -1.41 3.43  0.009
C41 -0.97 -2.37 3.68  0.001
C42 -1.99 -0.59 2.34  0.010
N7 -0.85 -0.40 1.72  0.009
N8 -3.17 -0.03 1.98  0.008
C43 -3.33 1.24 1.30  0.000
C44 -4.40 -0.81 2.03  0.001
H32 -2.24 -1.03 5.47  0.000
H33 -3.61 -1.89 4.75  0.000
H34 -3.38 -0.16 4.44  0.000
H35 -1.36 -3.17 4.30  0.000
H36 -0.12 -1.91 4.21  0.000
H37 -0.61 -2.80 2.75  0.000
H38 -0.08 -0.78 2.27  0.000
H39 -2.38 1.75 1.19  0.000
H40 -4.00 1.87 1.90  0.000
H41 -3.78 1.09 0.32  0.000
H42 -4.23 -1.79 2.45  0.000
H43 -4.78 -0.93 1.01  0.000
H44 -5.16 -0.30 2.63  0.000

Output
- HOMO energy (alpha / beta): -10.10 / -9.96 eV
- <S²>: 0.76
- Lowest unoccupied orbital energy (alpha / beta): -3.345 / -3.524 eV
- Orbital gap (alpha / beta): 6.76 / 6.43 eV
- Electronic energy: -2980.5702 a.u.
- Spin multiplicity: 2
- Net charge: +1
- Relative energy (zero: lowest compared OMol25 entry of this formula, charge and spin): 0.0 kcal per mole


2.
Density functional theory data (ωB97M-V with the def2-TZVPD basis set) for C36H27Br2F5IN8OS3Y as an isolated structure at a distorted geometry.

Last column: Mulliken charge in e.
Element x y z (Å)
Y1 -0.83 0.54 1.30  0.144
C1 2.61 1.80 2.04  -0.868
C2 1.61 2.78 2.60  0.714
C3 2.03 3.88 3.36  -1.072
C4 1.08 4.61 4.06  -0.712
C5 -0.24 4.33 3.99  0.695
C6 -1.28 5.03 4.62  -0.265
Br1 -1.08 6.57 5.82  -0.247
C7 -2.61 4.61 4.55  -0.692
C8 -2.95 3.44 3.78  -0.365
Br2 -4.74 2.90 3.78  -0.155
C9 -1.98 2.75 3.09  0.594
O1 -2.33 1.77 2.32  -0.072
C10 -0.64 3.15 3.28  -0.229
N1 0.33 2.40 2.61  0.563
H1 2.22 0.80 2.15  -0.199
H2 3.61 1.90 2.44  0.570
H3 2.72 1.92 0.96  0.089
H4 3.06 4.12 3.22  0.493
H5 1.44 5.40 4.73  0.357
H6 -3.36 5.05 5.16  0.456
C11 -3.15 -0.44 4.07  -0.936
C12 -3.05 -1.46 2.96  0.392
N2 -2.35 -1.29 1.88  1.685
C13 -2.29 -2.47 1.12  -0.640
C14 -2.99 -3.51 1.66  -0.481
S1 -3.77 -3.00 3.06  -0.257
C15 -1.79 -2.36 -0.22  -0.441
C16 -1.51 -3.34 -1.17  -0.589
S2 -1.05 -2.58 -2.64  -0.204
C17 -1.08 -1.02 -1.88  0.270
N3 -1.45 -1.09 -0.66  0.952
C18 -0.78 0.06 -2.87  -1.118
H7 -2.53 -0.86 4.92  0.309
H8 -4.12 -0.47 4.49  0.629
H9 -2.82 0.54 3.81  -0.372
H10 -3.11 -4.46 1.22  0.486
H11 -1.59 -4.42 -1.08  0.505
H12 -1.73 0.48 -3.20  0.200
H13 -0.13 -0.19 -3.63  0.671
H14 -0.27 0.91 -2.36  -0.262
F1 -5.73 1.00 -3.75  -0.326
C19 -4.59 1.29 -3.00  0.819
C20 -4.46 0.84 -1.73  -0.368
F2 -5.31 -0.08 -1.26  -0.333
C21 -3.41 1.35 -0.92  -0.224
F3 -3.36 0.73 0.25  0.127
C22 -2.45 2.23 -1.40  0.610
S3 -0.95 2.54 -0.52  -0.510
C23 -2.63 2.64 -2.71  0.262
F4 -1.72 3.47 -3.26  -0.402
C24 -3.69 2.23 -3.48  0.330
F5 -3.77 2.62 -4.76  -0.326
I1 0.26 -2.74 3.64  -0.133
C25 0.25 -0.67 3.17  -1.067
H15 1.28 -0.31 3.28  0.624
H16 -0.29 -0.34 4.09  0.401
C26 2.16 1.49 -1.47  -2.065
C27 2.16 0.18 -0.82  0.350
N4 1.32 -0.23 0.10  1.571
C28 1.71 -1.44 0.49  -0.414
C29 2.77 -1.85 -0.18  -1.040
N5 3.03 -0.86 -1.12  0.481
C30 4.06 -0.90 -2.13  -1.411
N6 3.68 -1.67 -3.27  0.608
N7 2.68 -1.14 -4.00  -0.298
N8 2.17 -1.99 -4.77  -0.688
C31 2.79 -3.20 -4.56  -0.054
C32 2.67 -4.45 -5.14  -0.408
C33 3.52 -5.52 -4.73  -0.852
C34 4.41 -5.25 -3.70  -0.395
C35 4.60 -4.02 -3.08  -1.078
C36 3.78 -3.02 -3.57  1.694
H17 2.01 1.47 -2.59  0.353
H18 3.15 1.90 -1.48  0.772
H19 1.42 2.13 -1.00  0.039
H20 1.15 -1.98 1.21  -0.213
H21 3.28 -2.80 -0.12  0.483
H22 4.94 -1.41 -1.73  0.364
H23 4.27 0.09 -2.53  0.395
H24 1.95 -4.62 -5.97  0.386
H25 3.54 -6.45 -5.22  0.474
H26 4.99 -6.05 -3.31  0.372
H27 5.24 -3.98 -2.28  0.492

Output
- HOMO energy: -7.53 eV
- Lowest unoccupied orbital energy: -0.158 eV
- Orbital gap: 7.37 eV
- Electronic energy: -9079.3759 a.u.
- Relative energy (zero: lowest compared OMol25 entry of this formula, charge and spin): 23.0 kcal per mole


3.
Density functional theory data (ωB97M-V with the def2-TZVPD basis set) for one molecule with the formula C3H5NO2.

Last column: Mulliken charge in e.
Element x y z (Å)
C1 -1.72 0.08 0.01  -1.051
C2 -0.28 0.54 -0.06  0.726
O1 0.04 1.71 -0.06  -0.561
N1 0.68 -0.47 -0.11  -0.143
C3 2.03 -0.19 0.06  0.053
O2 2.89 -1.04 0.06  -0.520
H1 -2.07 -0.29 -0.96  0.296
H2 -2.33 0.94 0.30  0.300
H3 -1.87 -0.73 0.74  0.328
H4 0.41 -1.44 -0.20  0.228
H5 2.21 0.88 0.22  0.344

Output
- HOMO energy: -10.17 eV
- Lowest unoccupied orbital energy: 0.680 eV
- Orbital gap: 10.85 eV
- Electronic energy: -322.5731 a.u.
- Relative energy (zero: lowest compared OMol25 entry of this formula, charge and spin): 0.7 kcal per mole


4.
Density functional theory data (ωB97M-V with the def2-TZVPD basis set) for C2H6BrO3PSb as an isolated structure.

Last column: Mulliken charge in e.
Element x y z (Å)
C1 2.15 -1.72 -0.20  -0.506
C2 1.60 -0.65 -0.02  -0.316
Sb1 0.51 1.28 0.08  0.618
Br1 0.40 0.88 2.72  -0.548
P1 -1.62 -0.12 -0.02  0.750
O1 -2.87 0.64 0.22  -0.696
O2 -1.45 -1.43 0.89  -0.495
O3 -1.59 -0.83 -1.49  -0.499
H1 2.63 -2.67 -0.34  0.360
H2 -0.42 2.73 0.24  -0.108
H3 2.02 2.09 0.25  -0.078
H4 0.53 1.37 -1.68  -0.106
H5 -0.70 -1.33 1.49  0.308
H6 -1.18 -0.23 -2.13  0.316

Output
- HOMO energy: -4.99 eV
- Lowest unoccupied orbital energy: 3.132 eV
- Orbital gap: 8.12 eV
- Electronic energy: -3461.1580 a.u.
- Net charge: -1


5.
Density functional theory data (ωB97M-V with the def2-TZVPD basis set) for a 2-piece molecular cluster, C4H10NO overall at a distorted geometry.

Last column: Mulliken charge in e.
Element x y z (Å)
C1 0.96 0.98 -0.87  -0.425
C2 1.41 0.42 0.38  0.376
C3 1.15 -1.02 0.55  -1.233
C4 -3.44 -0.31 -0.27  -0.066
N1 0.07 1.06 0.34  -0.023
O1 -2.38 -0.62 0.20  -0.510
H1 1.34 1.97 -1.15  0.299
H2 0.64 0.29 -1.68  0.266
H3 2.26 1.00 0.81  0.376
H4 0.35 -1.34 -0.01  0.360
H5 0.96 -1.26 1.64  0.323
H6 1.98 -1.68 0.22  0.349
H7 -3.82 0.71 -0.57  0.223
H8 -4.13 -1.21 -0.33  0.272
H9 -0.71 0.47 0.20  0.113
H10 -0.36 1.88 0.62  0.300

Output
- HOMO energy: -14.31 eV
- Lowest unoccupied orbital energy: -2.982 eV
- Orbital gap: 11.33 eV
- Electronic energy: -288.0738 a.u.
- Net charge: +1
- Relative energy (zero: lowest compared OMol25 entry of this formula, charge and spin): 56.0 kcal per mole